ORCA calculation (ωB97M-V/def2-TZVPD) on a 2-piece molecular cluster, NO5P overall in a non-equilibrium geometry.

```
7
Properties=species:S:1:pos:R:3:forces:R:3
N 0.684866 0.420332 0.539700 4.3435 2.0089 -1.0848
O 0.921069 0.190260 1.712980 -0.5412 -0.0347 -0.3469
O -0.743516 0.749891 -1.606034 0.1890 1.0258 -1.2973
O -1.917020 -0.007057 0.507624 -1.7900 0.3756 2.1639
O 1.575744 1.006761 -0.202914 -2.0316 -1.4158 2.2073
O -0.240179 -2.323978 -0.793126 -0.7196 4.2387 0.8341
P -0.783857 -0.061108 -0.392305 0.5499 -6.1985 -2.4763
```
Positions in Å, forces in eV/Å.

Calculated values
- Highest occupied orbital energy (spin up / spin down): 1.0 / 1.0 eV
- Gap between HOMO and LUMO (spin up / spin down): 6.107 / 6.104 eV
- 2S+1: 1
- F_max: 6.697 eV Å⁻¹
- Electronic energy: -772.1541 a.u.
- Energy relative to the best compared isomer or geometry (same formula, charge and spin): 5.367 eV
- Net charge: -2